(1)
Computed, not measured: a 2-piece molecular cluster, C12H18N overall at a distorted geometry, with wB97M-V/def2-TZVPD.

Each line ends with the Mulliken charge.
Atoms and positions in Å:
C1 3.687 -0.041 0.108  -0.51
C2 2.899 0.201 1.221  -0.79
C3 3.111 -0.262 -1.131  -0.75
C4 1.517 0.227 1.090  -0.14
C5 1.725 -0.238 -1.291  -0.14
C6 1.004 -0.002 -0.159  0.34
C7 -1.641 1.526 -0.078  0.00
C8 -1.081 0.182 -0.188  -0.12
C9 -0.842 2.750 0.242  -1.43
C10 -1.175 -2.258 -0.685  -1.35
C11 -1.656 -1.393 1.626  -1.52
C12 -1.769 -1.108 0.128  0.40
N1 -1.439 0.917 -1.420  -0.09
H1 4.762 -0.057 0.210  0.42
H2 3.345 0.377 2.188  0.41
H3 3.738 -0.451 -1.990  0.42
H4 0.886 0.426 1.940  0.46
H5 1.285 -0.419 -2.258  0.42
H6 -2.694 1.592 0.194  0.49
H7 -1.233 3.614 -0.292  0.41
H8 0.207 2.611 -0.008  0.35
H9 -0.915 2.955 1.307  0.36
H10 -0.101 -2.315 -0.523  0.29
H11 -1.363 -2.138 -1.751  0.36
H12 -1.617 -3.200 -0.371  0.43
H13 -0.621 -1.578 1.895  0.32
H14 -2.236 -2.275 1.876  0.46
H15 -2.032 -0.557 2.210  0.38
H16 -2.836 -1.007 -0.126  0.40
H17 -2.242 0.638 -1.980  0.30
H18 -0.674 1.284 -1.984  0.36

Atomic forces in eV per Å
C 0.112 -0.021 0.004
C -0.123 -0.007 0.020
C 0.018 -0.005 -0.170
C 0.301 -0.010 0.168
C 0.256 -0.046 -0.166
C -4.657 0.842 0.526
C -0.077 0.304 0.688
C 4.420 -0.964 0.041
C 0.065 0.097 -0.123
C -0.154 0.117 0.043
C -0.093 0.171 -0.228
C -0.018 -0.249 -0.009
N -0.149 0.090 -1.186
H 0.073 -0.014 -0.028
H 0.079 0.011 0.075
H 0.032 -0.023 -0.062
H -0.098 0.028 0.087
H -0.117 -0.034 -0.106
H 0.060 -0.159 -0.172
H -0.027 0.033 0.006
H 0.066 -0.003 -0.016
H -0.004 -0.014 0.084
H 0.031 -0.051 0.017
H 0.032 -0.019 -0.136
H -0.069 -0.064 -0.027
H 0.152 -0.034 0.072
H -0.046 -0.069 0.037
H -0.038 0.073 0.175
H 0.032 0.086 0.017
H 0.009 -0.020 0.217
H -0.069 -0.047 0.154

Computed properties:
* relative energy (zero: lowest compared OMol25 entry of this formula, charge and spin): 65.3 kcal/mol
* highest occupied orbital energy: -13.00 eV
* E_tot: -522.486781 Ha
* total charge: +1
* F_max: 4.8 eV Å⁻¹
* orbital gap: 10.1 eV

---

(2)
Computed, not measured: a 2-piece molecular cluster, C12H18N2O6 overall at a distorted geometry, with wB97M-V/def2-TZVPD.

Each line ends with the Mulliken charge.
Atoms and positions in Å:
C1 -4.423 -3.693 -0.340  -1.77
C2 -3.211 -2.930 0.196  1.86
C3 -2.248 -2.625 -0.961  -1.08
C4 -0.965 -1.943 -0.516  0.54
O1 -0.085 -2.632 -0.033  -0.55
O2 -0.836 -0.616 -0.713  -0.42
C5 -2.588 -3.717 1.320  -0.82
C6 -2.799 -3.046 2.486  -0.18
C7 -3.499 -1.838 2.159  0.18
O3 -3.871 -1.046 3.010  -0.61
O4 -3.677 -1.719 0.820  -0.39
H1 -4.116 -4.648 -0.779  0.39
H2 -4.932 -3.102 -1.107  0.38
H3 -5.135 -3.896 0.466  0.41
H4 -2.750 -1.974 -1.681  0.43
H5 -1.980 -3.551 -1.477  0.43
H6 0.004 -0.398 -0.286  0.34
H7 -2.058 -4.660 1.214  0.43
H8 -2.490 -3.329 3.485  0.45
C8 5.196 3.000 1.218  -0.95
N1 3.847 2.802 0.695  -0.07
C9 3.043 1.790 1.037  0.37
O5 3.379 0.935 1.849  -0.68
C10 1.668 1.678 0.362  -0.22
N2 1.590 2.096 -1.050  -0.13
C11 1.652 3.353 -1.488  0.85
C12 1.436 3.566 -2.968  -1.25
O6 1.887 4.305 -0.758  -0.71
H9 5.654 3.873 0.750  0.36
H10 5.803 2.117 1.012  0.30
H11 5.152 3.150 2.298  0.29
H12 3.454 3.515 0.089  0.19
H13 1.350 0.641 0.449  0.13
H14 0.977 2.292 0.941  0.26
H15 1.421 1.381 -1.738  0.28
H16 2.152 2.971 -3.532  0.35
H17 1.579 4.622 -3.198  0.32
H18 0.420 3.274 -3.230  0.33

Atomic forces in eV per Å
C -0.260 0.056 -0.163
C 0.024 -0.750 -0.240
C -0.184 1.295 -0.277
C 0.698 -1.716 0.317
O -0.411 1.073 -0.173
O -0.416 -0.582 0.077
C 0.050 0.884 1.880
C 1.125 -2.354 -2.052
C -0.759 1.896 2.479
O 0.094 -0.373 -1.804
O 0.131 -0.113 -0.050
H -0.005 0.131 0.064
H 0.086 -0.072 0.081
H 0.171 0.060 -0.094
H -0.191 -0.099 0.063
H 0.060 0.100 0.251
H 0.064 0.115 -0.006
H -0.208 0.220 -0.207
H -0.181 0.164 -0.191
C -0.433 -0.424 0.211
N -0.054 0.910 -0.815
C 0.666 -1.065 0.446
O -0.314 0.169 -0.146
C 0.112 0.932 -0.396
N -0.059 -1.348 0.524
C 0.059 1.239 -0.438
C -0.025 -0.050 0.109
O 0.005 -0.008 0.375
H -0.208 -0.107 -0.021
H 0.016 0.075 0.079
H 0.139 -0.023 -0.037
H 0.037 -0.022 0.237
H 0.286 0.083 0.047
H -0.083 0.017 0.037
H 0.046 -0.012 0.075
H -0.055 -0.070 -0.166
H -0.010 -0.166 0.089
H -0.012 -0.067 -0.167

Computed properties:
* highest occupied orbital energy: -9.51 eV
* E_tot: -1029.063177 Ha
* structure (SMILES): C[C@]1(CC(=O)O)C=CC(=O)O1.CNC(=O)CNC(C)=O
* F_max: 3.3 eV Å⁻¹
* orbital gap: 9.8 eV

---

(3)
Computed, not measured: an isolated ion of composition C12H18NO2 and charge +1 at a distorted geometry, with wB97M-V/def2-TZVPD.

Each line ends with the Mulliken charge.
Atoms and positions in Å:
C1 -2.591 0.540 1.195  -1.46
C2 -3.268 0.773 -0.036  -0.28
C3 -1.688 -0.514 1.203  0.00
C4 -2.837 0.117 -1.164  -0.69
C5 -1.171 -1.131 0.066  0.97
C6 -1.759 -0.810 -1.115  -0.23
C7 -0.187 -2.261 0.347  -1.75
C8 1.210 -1.748 0.724  -0.18
C9 1.021 0.651 -0.078  0.23
C10 3.154 -0.403 -0.352  -0.93
C11 0.691 1.123 -2.347  -0.77
C12 0.554 2.369 1.506  -0.90
N1 1.643 -0.675 -0.278  0.17
O1 0.807 1.467 -1.092  -0.23
O2 1.309 1.218 1.118  -0.43
H1 -3.071 0.920 2.013  0.64
H2 -4.139 1.411 -0.171  0.42
H3 -1.339 -0.853 2.133  0.47
H4 -3.354 0.222 -2.139  0.36
H5 -0.482 -2.801 1.144  0.46
H6 -0.285 -2.837 -0.582  0.42
H7 1.039 -1.155 1.750  0.31
H8 2.066 -2.369 0.668  0.45
H9 3.621 -1.234 -0.117  0.47
H10 3.497 0.107 -1.263  0.32
H11 3.503 0.275 0.504  0.36
H12 -1.489 -1.376 -1.933  0.57
H13 0.823 0.126 -2.463  0.43
H14 0.025 1.781 -2.803  0.36
H15 0.755 2.558 2.493  0.42
H16 -0.502 2.482 1.084  0.23
H17 0.956 3.205 1.073  0.41
H18 1.487 -1.178 -1.090  0.36

Atomic forces in eV per Å
C -0.665 -2.035 -3.405
C 0.717 0.096 -0.204
C -0.175 1.655 0.346
C 0.549 -0.837 -1.122
C -0.288 0.205 2.280
C -1.129 1.208 0.509
C 0.918 2.083 -3.949
C -1.444 3.172 1.892
C -1.279 1.465 -0.437
C -0.927 4.686 1.324
C 0.341 1.797 1.068
C -2.050 -0.364 -2.507
N 1.913 2.645 2.229
O 0.400 -1.408 2.330
O 0.093 -1.364 -0.655
H -0.456 0.959 2.409
H 0.248 0.094 0.538
H 0.493 -0.310 1.316
H 0.331 0.103 0.809
H -1.284 -2.044 2.508
H 0.874 -0.547 0.346
H 1.019 -1.574 -2.118
H 0.306 -1.303 0.678
H 2.375 -4.391 0.285
H -0.668 -0.563 -0.010
H -1.175 -0.666 -1.058
H 0.381 -0.894 -2.118
H 0.090 -2.785 -1.427
H -0.651 0.617 -1.410
H -0.343 -0.327 2.725
H 1.060 -1.209 1.201
H 1.641 2.076 -1.589
H -1.215 -0.244 -2.787

Computed properties:
* relative energy (zero: lowest compared OMol25 entry of this formula, charge and spin): 166.5 kcal/mol
* highest occupied orbital energy: -10.69 eV
* E_tot: -672.799309 Ha
* total charge: +1
* F_max: 5.0 eV Å⁻¹
* orbital gap: 7.3 eV

---

(4)
Computed, not measured: one molecule with the formula C12H18S at a distorted geometry, with wB97M-V/def2-TZVPD.

Each line ends with the Mulliken charge.
Atoms and positions in Å:
C1 -2.074 -0.985 -1.905  -0.87
C2 -1.528 0.114 -1.402  -0.01
C3 2.000 -0.928 -0.778  -1.08
C4 1.087 -2.080 -0.475  -0.77
C5 -0.578 1.695 0.420  -1.43
C6 1.491 -0.606 1.529  -0.86
C7 0.900 1.427 -0.043  0.42
C8 -1.473 0.604 -0.073  0.62
C9 1.250 -0.039 0.185  0.91
C10 0.431 -1.224 0.629  -0.36
C11 2.032 2.371 0.453  -1.79
C12 -4.205 -0.190 0.920  -0.71
S1 -2.764 0.518 1.069  0.05
H1 -1.919 -1.250 -2.945  0.33
H2 -2.465 -1.735 -1.208  0.27
H3 -0.910 0.678 -2.158  0.11
H4 3.076 -0.916 -0.475  0.34
H5 2.125 -0.698 -1.833  0.36
H6 0.491 -2.031 -1.336  0.23
H7 1.548 -3.034 -0.318  0.41
H8 -0.673 1.780 1.495  0.44
H9 -0.855 2.561 -0.212  0.38
H10 2.547 -1.064 1.868  0.21
H11 1.025 -0.082 2.337  0.32
H12 0.847 1.572 -1.124  0.27
H13 1.753 3.327 0.645  0.50
H14 2.825 2.272 -0.336  0.37
H15 2.562 1.986 1.275  0.37
H16 -0.620 -1.459 0.979  0.37
H17 -4.745 -0.706 0.017  0.26
H18 -4.533 -0.318 1.890  0.33

Atomic forces in eV per Å
C -0.088 -1.091 0.681
C 1.514 1.069 -1.898
C 3.143 1.223 -0.223
C 0.490 0.697 0.911
C 1.557 0.160 -1.900
C 1.754 -1.353 0.893
C -0.363 -0.537 0.330
C -3.383 0.025 1.944
C -0.144 1.633 -0.365
C -0.421 -2.483 0.668
C 0.761 -3.490 -2.502
C -0.621 -1.476 -4.045
S 2.216 0.443 -0.521
H -0.214 0.025 0.181
H -0.349 0.207 -0.495
H -0.658 -0.157 0.849
H -0.585 -0.713 0.136
H -0.769 0.457 -0.196
H -1.423 -0.854 -0.947
H -0.104 -0.672 0.372
H -0.072 0.581 0.092
H -0.054 0.420 1.192
H -2.490 0.724 -1.064
H -0.140 0.439 0.399
H 0.071 -0.082 -0.069
H -0.840 2.975 0.226
H -0.665 0.771 0.436
H 0.203 -0.630 1.616
H 1.525 0.791 -0.378
H 1.440 1.158 1.943
H -1.289 -0.259 1.734

Computed properties:
* relative energy (zero: lowest compared OMol25 entry of this formula, charge and spin): 102.5 kcal/mol
* highest occupied orbital energy (alpha / beta): -7.05 / -7.10 eV
* E_tot: -865.990245 Ha
* F_max: 4.4 eV Å⁻¹
* orbital gap (alpha / beta): 7.2 / 7.1 eV

---

(5)
Computed, not measured: one molecule with the formula C12H18Si at a distorted geometry, with wB97M-V/def2-TZVPD.

Each line ends with the Mulliken charge.
Atoms and positions in Å:
C1 1.910 2.016 1.705  -0.85
C2 1.117 1.868 0.652  0.60
C3 0.569 3.125 -0.056  -1.38
Si1 0.755 0.224 -0.300  0.13
C4 -1.135 -0.014 -0.004  0.30
C5 -2.080 -0.186 -1.018  -0.09
C6 -3.426 -0.265 -0.789  -0.51
C7 -3.858 -0.185 0.531  -0.16
C8 -2.922 -0.038 1.593  -0.72
C9 -1.576 -0.047 1.333  -0.18
C10 1.750 -1.537 -0.289  0.52
C11 2.767 -1.405 -1.460  -1.23
C12 0.944 -2.807 -0.284  -1.47
H1 2.296 1.108 2.116  0.29
H2 2.283 2.991 2.059  0.28
H3 -0.456 3.256 -0.040  0.34
H4 0.973 3.185 -1.100  0.29
H5 0.906 4.068 0.465  0.38
H6 0.854 0.743 -1.700  -0.22
H7 -1.672 -0.148 -2.071  0.22
H8 -4.146 -0.345 -1.584  0.39
H9 -5.004 -0.114 0.731  0.25
H10 -3.266 -0.346 2.535  0.36
H11 -0.958 0.268 2.246  0.19
H12 2.468 -1.582 0.581  0.28
H13 2.730 -0.362 -1.753  0.25
H14 3.753 -1.683 -1.063  0.31
H15 2.318 -2.145 -2.106  0.36
H16 0.392 -3.031 -1.267  0.31
H17 0.207 -2.900 0.584  0.28
H18 1.506 -3.713 -0.245  0.50

Atomic forces in eV per Å
C 0.332 0.023 -0.321
C -0.207 0.455 -0.876
C 3.103 0.604 0.090
Si -1.271 -0.495 0.033
C 0.954 -0.293 0.693
C 2.139 0.377 -1.701
C -0.762 0.235 1.085
C -1.506 0.663 0.651
C -1.475 -1.886 -2.073
C 0.704 1.927 0.703
C 1.214 2.005 1.827
C -0.861 -0.513 1.480
C -2.597 -0.606 -0.493
H 0.534 -0.206 0.671
H -0.470 -0.553 0.048
H -2.325 -0.424 -0.301
H -0.594 -0.086 0.765
H 0.147 -0.998 -0.337
H 0.084 -0.275 0.062
H -0.687 -0.228 1.136
H -0.048 -0.023 -0.251
H 2.256 -0.448 -0.178
H -0.510 0.675 1.619
H -0.245 -1.050 -1.589
H -1.248 0.258 -0.153
H 0.504 -0.256 -0.948
H -0.197 -0.016 -0.713
H 0.781 0.270 -1.347
H 0.264 0.957 1.267
H 0.806 0.389 -1.263
H 1.181 -0.480 0.411

Computed properties:
* relative energy (zero: lowest compared OMol25 entry of this formula, charge and spin): 62.8 kcal/mol
* highest occupied orbital energy: -9.01 eV
* E_tot: -757.451219 Ha
* structure (SMILES): C=C(C)[Si@H](c1ccccc1)C(C)C
* F_max: 3.2 eV Å⁻¹
* orbital gap: 9.9 eV

---

(6)
Computed, not measured: C12H19BrN3SeTi as an isolated structure at a distorted geometry, with wB97M-V/def2-TZVPD.

Each line ends with the Löwdin spin population.
Atoms and positions in Å:
Ti1 0.929 -0.222 -0.718  1.70
C1 -0.383 1.042 1.725  0.01
C2 -1.176 -0.225 1.354  0.01
N1 -0.278 -1.277 0.855  0.04
C3 0.562 -1.949 1.859  0.01
C4 2.023 -2.034 1.383  0.04
N2 2.412 -0.749 0.845  0.02
C5 2.663 0.342 1.778  0.01
C6 2.017 1.633 1.264  0.01
N3 0.672 1.341 0.751  0.03
H1 -1.088 1.873 1.830  0.00
H2 0.091 0.907 2.701  0.00
H3 -1.767 -0.556 2.220  0.00
H4 -1.865 0.008 0.543  0.00
H5 -0.770 -1.931 0.261  0.02
H6 0.521 -1.351 2.773  0.00
H7 0.171 -2.939 2.113  0.00
H8 2.656 -2.369 2.219  0.00
H9 2.102 -2.761 0.575  0.02
H10 2.998 -0.723 -0.018  0.01
H11 2.233 0.067 2.747  0.00
H12 3.732 0.513 1.941  0.00
H13 2.011 2.411 2.039  0.00
H14 2.588 1.981 0.401  0.00
H15 0.407 1.976 0.005  0.01
Se1 2.716 0.416 -2.221  -0.03
Br1 -4.848 0.810 -4.484  0.00
C7 -3.271 0.558 -3.434  0.00
C8 -2.821 1.583 -2.623  0.00
C9 -1.677 1.364 -1.859  0.01
C10 -0.923 0.173 -1.845  0.03
C11 -1.454 -0.808 -2.710  0.02
C12 -2.594 -0.646 -3.494  0.00
H16 -3.350 2.527 -2.592  0.00
H17 -1.364 2.210 -1.242  0.00
H18 -0.931 -1.758 -2.799  0.02
H19 -2.945 -1.438 -4.143  0.00

Atomic forces in eV per Å
Ti 0.833 -0.350 -2.025
C 0.019 0.013 0.010
C 0.119 -0.033 0.051
N -0.266 -0.136 0.498
C -0.021 0.082 -0.038
C -0.094 0.121 0.033
N 0.353 -0.009 0.261
C -0.073 -0.033 -0.026
C -0.132 -0.029 -0.083
N -0.225 0.387 0.436
H -0.003 0.011 0.041
H 0.006 0.012 -0.003
H 0.018 0.044 0.060
H 0.011 -0.007 -0.011
H -0.064 0.001 0.064
H -0.008 -0.042 0.028
H 0.044 -0.027 0.002
H 0.015 -0.031 0.006
H 0.001 -0.019 -0.003
H 0.110 -0.134 0.391
H 0.029 0.009 0.010
H 0.007 0.018 0.010
H 0.026 -0.042 0.077
H 0.010 0.012 0.012
H -0.087 0.171 0.283
Se 0.265 -0.071 0.082
Br -0.042 0.011 -0.031
C 0.042 -0.006 0.034
C -0.007 -0.083 -0.036
C 0.093 0.074 0.126
C -1.125 0.095 -0.336
C 0.129 -0.053 0.042
C 0.004 0.049 0.033
H 0.008 0.010 0.011
H 0.012 -0.011 0.000
H -0.007 0.004 -0.007
H 0.000 -0.007 -0.001

Computed properties:
* 2S+1: 3
* highest occupied orbital energy (alpha / beta): -1.36 / -2.74 eV
* E_tot: -6457.839660 Ha
* total charge: -1
* F_max: 2.2 eV Å⁻¹
* orbital gap (alpha / beta): 4.0 / 5.3 eV

---

F_max of number 6 (C12H19BrN3SeTi)?
2.2 eV Å⁻¹